[1]
Molecular formula: C38H52N3O2P2Sr
Method: DFT, the ωB97M-V functional and the def2-TZVPD basis

Structure (XYZ):
```
98
Properties=species:S:1:pos:R:3:lowdin_charge:R:1
Sr 0.49769 0.30008 -0.14104 1.209
C 1.32973 -0.66860 -3.82294 -0.136
C 1.34168 -2.13785 -3.39184 -0.547
C 0.96373 -3.00649 -4.58926 -0.111
P 0.42646 -2.23947 -1.78646 0.991
C 0.81182 -3.84228 -0.95140 -0.560
C -0.14423 -3.97597 0.23216 -0.126
C 0.81802 -5.11965 -1.78356 -0.106
C -1.34900 -2.18656 -2.17198 -0.306
C -1.85001 -3.06562 -3.14518 -0.075
C -3.12643 -2.98641 -3.66060 -0.280
C -3.63649 -3.94455 -4.69291 -0.051
C -3.91505 -1.92519 -3.20235 -0.028
C -3.46943 -1.07108 -2.22310 -0.043
C -2.20366 -1.20804 -1.60858 -0.333
N -1.83988 -0.36387 -0.55265 -0.153
C -2.85579 -0.01730 0.33630 -0.330
C -3.94145 -0.89074 0.58320 -0.039
C -4.98430 -0.56949 1.41820 -0.029
C -5.03562 0.65162 2.09839 -0.281
C -6.18114 0.99925 2.99906 -0.051
C -3.94476 1.47827 1.93567 -0.087
C -2.85181 1.17601 1.10786 -0.312
P -1.36376 2.19910 1.27853 0.992
C -1.65877 3.86260 0.53557 -0.557
C -3.04387 4.46427 0.74941 -0.109
C -1.35058 3.77195 -0.95890 -0.136
C -1.07944 2.44028 3.10075 -0.553
C -1.85038 3.53303 3.83581 -0.109
C -1.21732 1.10404 3.82245 -0.118
H 1.88897 -0.53310 -4.75049 0.084
H 1.78629 -0.01165 -3.07424 0.033
H 0.30775 -0.32522 -4.00574 0.086
H 2.36745 -2.39076 -3.08625 0.108
H 0.01049 -2.68826 -5.01194 0.078
H 0.88928 -4.06709 -4.36145 0.057
H 1.71954 -2.88554 -5.36773 0.084
H 1.82083 -3.68838 -0.54695 0.100
H -1.15929 -4.18857 -0.10683 0.083
H -0.20331 -3.06384 0.83542 0.056
H 0.17462 -4.78863 0.88566 0.083
H -0.15928 -5.30900 -2.22738 0.073
H 1.05681 -5.97741 -1.15292 0.082
H 1.55733 -5.08747 -2.58292 0.065
H -1.20271 -3.84845 -3.51577 0.081
H -2.94231 -4.77024 -4.84959 0.075
H -3.78752 -3.45319 -5.65568 0.083
H -4.59346 -4.37521 -4.39483 0.081
H -4.90262 -1.76972 -3.62147 0.119
H -4.11946 -0.27106 -1.89634 0.118
H -3.96135 -1.85403 0.09322 0.115
H -5.78219 -1.29147 1.54852 0.118
H -7.13078 0.66676 2.58041 0.079
H -6.25325 2.07517 3.16009 0.077
H -6.07643 0.52892 3.97933 0.082
H -3.92616 2.41468 2.47995 0.084
H -0.89946 4.50373 1.00220 0.109
H -3.80767 3.82298 0.30654 0.082
H -3.10661 5.43958 0.26538 0.083
H -3.29689 4.59489 1.80043 0.057
H -1.99403 3.03428 -1.44752 0.082
H -0.30881 3.49164 -1.14123 0.049
H -1.52361 4.72980 -1.45139 0.082
H -0.01728 2.72003 3.12947 0.093
H -2.91630 3.31442 3.89496 0.066
H -1.73296 4.51164 3.37008 0.068
H -1.48564 3.61544 4.86140 0.083
H -2.26243 0.80930 3.92165 0.079
H -0.78579 1.17580 4.82251 0.083
H -0.71239 0.28423 3.30043 0.053
O 7.60701 1.29147 -0.79431 -0.045
C 6.77179 1.22526 -1.93252 -0.200
C 5.35090 1.41625 -1.48286 -0.158
C 4.42778 2.10165 -2.25265 0.011
C 3.12531 2.22019 -1.79112 -0.127
N 2.70391 1.72933 -0.63088 0.005
C 3.60714 1.08073 0.12797 -0.236
C 4.92070 0.90301 -0.26178 0.055
C 3.22403 0.62145 1.50869 -0.245
C 3.88992 1.20604 2.57572 0.050
C 3.62256 0.77408 3.87044 -0.160
C 4.36165 1.32477 5.06469 -0.204
O 5.42813 0.46094 5.42221 -0.030
C 2.69001 -0.24305 4.02732 0.019
C 2.06921 -0.76623 2.90617 -0.117
N 2.32217 -0.35396 1.66535 0.006
H 8.52203 1.16638 -1.06487 0.102
H 6.86369 0.24692 -2.42159 0.139
H 7.02556 1.99454 -2.66907 0.129
H 4.70134 2.54643 -3.19897 0.125
H 2.38404 2.75161 -2.37843 0.120
H 5.61597 0.38733 0.38464 0.136
H 4.60341 1.99871 2.38941 0.138
H 3.69930 1.35390 5.92970 0.129
H 4.71635 2.34304 4.87868 0.127
H 6.13646 0.55194 4.77584 0.096
H 2.44603 -0.62774 5.00773 0.132
H 1.33828 -1.56136 3.00490 0.120
```

## Properties
Charge: +1
ΔE to the lowest compared entry with this formula, charge and spin in kJ/mol: 10.6
Spin multiplicity: 1


[2]
Molecular formula: C2H4N2O2
Method: DFT, the ωB97M-V functional and the def2-TZVPD basis

Structure (XYZ):
```
10
Properties=species:S:1:pos:R:3:nbo_charge:R:1
H -0.90752 2.04745 -0.27562 0.340
N -0.08129 2.32994 0.38411 -0.655
C 0.37168 1.29982 0.97877 0.243
N 0.07300 -0.06916 0.89350 -0.339
O -0.74137 -0.31674 -0.18226 -0.379
C -0.20115 -1.12695 -1.14848 0.621
O 0.53582 -2.00567 -0.81939 -0.559
H 1.19408 1.47861 1.75612 0.173
H 0.92607 -0.73497 0.77989 0.399
H -0.53337 -1.07448 -2.17223 0.157
```

## Properties
ΔE to the lowest compared entry with this formula, charge and spin in kJ/mol: 368.3
Spin multiplicity: 1


[3]
Molecular formula: C48H39N6O2P2S4Ta
Method: DFT, the ωB97M-V functional and the def2-TZVPD basis

Structure (XYZ):
```
102
Properties=species:S:1:pos:R:3:lowdin_charge:R:1
Ta -1.80080 -0.46481 0.05834 1.607
C -3.48247 -1.50814 3.01007 -0.066
O -2.46511 -1.81611 2.03071 -0.312
C -1.47707 -2.66969 2.49465 -0.232
C -1.56637 -3.37148 3.68647 0.004
C -0.52758 -4.21601 4.04909 -0.044
C 0.57874 -4.36810 3.22992 -0.056
C 0.66100 -3.67414 2.03589 -0.004
C -0.36536 -2.80972 1.67366 -0.184
N -0.33448 -2.03937 0.46803 -0.079
N 0.68698 -2.32497 -0.25497 0.112
C 0.85928 -1.90783 -1.50830 -0.167
C -0.24398 -1.50844 -2.31232 -0.336
O -1.39760 -1.30199 -1.77019 -0.278
C -0.13500 -1.50989 -3.72829 0.023
C 1.05463 -1.80761 -4.30821 0.028
C 2.21136 -2.16973 -3.54790 -0.172
C 3.42495 -2.47429 -4.18797 -0.013
C 4.52589 -2.84245 -3.45397 -0.050
C 4.43171 -2.92608 -2.05972 -0.042
C 3.25234 -2.62898 -1.41314 -0.019
C 2.12528 -2.23979 -2.14643 -0.097
H -4.11451 -2.38401 3.14939 0.117
H -3.01380 -1.21303 3.94644 0.096
H -4.07097 -0.68828 2.62391 0.071
H -2.42778 -3.27863 4.32989 0.115
H -0.59500 -4.76388 4.97925 0.119
H 1.38059 -5.03385 3.51853 0.118
H 1.51550 -3.78442 1.38696 0.111
H -1.01165 -1.24899 -4.30509 0.136
H 1.14181 -1.78338 -5.38829 0.134
H 3.47707 -2.41528 -5.26837 0.124
H 5.45912 -3.07726 -3.94718 0.116
H 5.29609 -3.23487 -1.48614 0.115
H 3.18029 -2.70354 -0.33654 0.084
S -2.40526 1.41577 -1.63789 0.462
P -0.44179 1.86818 -1.34771 0.546
C -0.05705 0.71597 -0.12997 -0.710
P 0.40979 1.04028 1.48762 0.554
S -1.39191 0.75564 2.39175 0.504
C 1.13211 2.64453 1.87286 -0.333
C 2.50401 2.85465 1.74864 -0.071
C 3.04635 4.08351 2.08859 -0.056
C 2.22838 5.09906 2.56446 -0.055
C 0.86209 4.89052 2.69505 -0.060
C 0.31376 3.66595 2.35021 -0.100
C 1.57424 -0.13446 2.19253 -0.361
C 1.48515 -0.49304 3.53262 -0.083
C 2.45145 -1.31388 4.09627 -0.057
C 3.51531 -1.76341 3.32821 -0.052
C 3.60827 -1.40257 1.98791 -0.070
C 2.64078 -0.59037 1.41932 -0.112
C 0.50790 1.65172 -2.85829 -0.355
C 1.83308 1.23609 -2.76292 -0.099
C 2.62924 1.19852 -3.89758 -0.064
C 2.09504 1.55696 -5.12809 -0.054
C 0.76808 1.96013 -5.22594 -0.053
C -0.02595 2.01717 -4.09195 -0.077
C -0.26809 3.61746 -0.95470 -0.334
C 0.99128 4.21526 -1.02588 -0.073
C 1.12830 5.56665 -0.76293 -0.056
C 0.01141 6.33142 -0.44596 -0.055
C -1.24249 5.74362 -0.38678 -0.061
C -1.38408 4.38666 -0.64007 -0.107
H 3.15916 2.06099 1.41005 0.106
H 4.11282 4.24220 1.99933 0.116
H 2.65868 6.05175 2.84433 0.118
H 0.22479 5.67875 3.07343 0.117
H -0.74924 3.49915 2.47021 0.078
H 0.65424 -0.14963 4.13618 0.093
H 2.37102 -1.59783 5.13702 0.117
H 4.27842 -2.38824 3.77289 0.116
H 4.44292 -1.74922 1.39121 0.109
H 2.70982 -0.31854 0.37147 0.096
H 2.23923 0.93745 -1.80129 0.100
H 3.66099 0.88100 -3.82150 0.116
H 2.71519 1.52890 -6.01482 0.116
H 0.35540 2.24334 -6.18519 0.116
H -1.05645 2.34270 -4.16841 0.103
H 1.86308 3.63241 -1.29674 0.111
H 2.10494 6.02867 -0.81863 0.119
H 0.11972 7.39163 -0.25826 0.117
H -2.11286 6.34538 -0.16029 0.113
H -2.36628 3.93008 -0.63057 0.058
N -3.94363 2.30651 1.08749 0.104
C -4.58899 1.19280 0.75100 -0.715
N -4.02308 0.02052 0.42360 -0.120
C -5.02522 -0.94462 0.23914 -0.345
C -6.28752 -0.50474 0.35163 -0.304
S -6.31116 1.16548 0.77200 1.139
C -4.58350 -2.29337 -0.04795 -0.351
C -5.29705 -3.43442 -0.00826 -0.307
S -4.28993 -4.75533 -0.46268 1.133
C -2.97217 -3.66440 -0.70100 -0.641
N -3.25621 -2.40690 -0.41745 -0.012
N -1.77151 -4.13470 -1.10302 0.144
H -2.93767 2.31018 1.17172 0.005
H -4.45314 3.14626 1.30282 0.122
H -7.20148 -1.05367 0.20124 0.096
H -6.32957 -3.57780 0.26177 0.092
H -1.71556 -5.09254 -1.40731 0.116
H -1.15076 -3.49913 -1.57270 0.073
```

## Properties
Charge: +2
ΔE to the lowest compared entry with this formula, charge and spin in kJ/mol: 77.2
Spin multiplicity: 1